No. 1
ORCA calculation (ωB97M-V/def2-TZVPD) on a 3-piece molecular cluster, C24H50N4O12P2 overall at a distorted geometry.

E_LUMO: -0.25 eV
F_max: 7.61 eV Å⁻¹
Electronic energy: -2749.1754 a.u.
Gap between HOMO and LUMO: 8.70 eV
HOMO energy: -8.948 eV

Last columns: bonded neighbours and bond lengths (Å).
Positions of all 92 atoms, in Å:
1 H 2.686 -1.931 3.897  C35 1.091
2 C 0.474 -0.322 -2.020  H15 1.088, H57 1.089, N64 1.439, C67 1.556
3 O 4.438 1.869 6.432  P20 1.612, C74 1.428
4 H -2.104 -4.019 -0.333  C5 1.092
5 C -2.986 -3.707 -0.897  H4 1.092, H44 1.094, C72 1.531, H91 1.092
6 H -0.353 3.786 -7.966  C13 1.091
7 C 4.648 0.539 9.731  C34 1.515, O66 1.427, H70 1.092, H89 1.089
8 H -2.970 4.477 -6.535  C23 1.085
9 H 3.964 -4.282 -2.070  C25 1.087
10 P -3.108 1.600 -6.034  O17 1.495, O19 1.620, O33 1.662, O82 1.623
11 H -5.737 -3.682 -1.331  C52 1.087
12 H -3.502 2.322 -3.264  C39 1.091
13 C -0.899 4.163 -7.100  H6 1.091, C23 1.517, H30 1.090, H71 1.090
14 H 1.583 -1.716 -3.278  C67 1.087
15 H -0.340 -0.981 -2.315  C2 1.088
16 H 5.555 2.731 4.993  C74 1.091
17 O -3.030 0.664 -4.871  P10 1.495
18 H -5.206 -0.671 -7.643  C78 1.091
19 O -2.715 2.542 -7.293  P10 1.620, C23 1.426
20 P 3.877 0.556 7.178  O3 1.612, O21 1.483, O66 1.627, O73 1.637
21 O 2.807 -0.198 7.876  P20 1.483
22 H -4.408 -3.946 0.708  C72 1.092
23 C -2.388 3.929 -7.269  H8 1.085, C13 1.517, O19 1.426, H61 1.092
24 H -2.197 -0.988 1.985  C29 1.092
25 C 3.658 -3.761 -1.166  H9 1.087, H41 1.089, C53 1.503, H69 1.090
26 H 4.770 -1.095 11.134  C34 1.091
27 H -6.020 -2.272 -0.236  C52 1.093
28 H -1.532 -1.601 -0.800  N86 1.003
29 C -2.251 -1.775 1.230  H24 1.092, H37 1.094, C79 1.525, N86 1.454
30 H -0.512 3.641 -6.224  C13 1.090
31 C -2.200 3.946 -3.812  C39 1.516, H51 1.093, H59 1.091, H81 1.090
32 H -6.275 -1.358 -5.452  C55 1.091
33 O -3.865 2.850 -5.243  P10 1.662, C39 1.423
34 C 5.086 -0.859 10.117  C7 1.515, H26 1.091, H49 1.090, H63 1.091
35 C 3.209 -1.113 4.394  H1 1.091, H62 1.093, H90 1.092, C92 1.514
36 H 1.631 1.281 2.081  C42 1.075
37 H -1.867 -2.668 1.732  C29 1.094
38 H -5.678 0.150 -4.737  C55 1.090
39 C -3.518 3.203 -3.909  H12 1.091, C31 1.516, O33 1.423, H75 1.092
40 H -4.955 -2.062 -1.606  C52 1.092
41 H 4.448 -3.117 -0.782  C25 1.089
42 C 1.116 0.754 1.299  H36 1.075, N45 1.313, N68 1.350
43 H 4.682 -2.355 5.334  C92 1.091
44 H -3.364 -4.624 -1.358  C5 1.094
45 N 1.366 0.730 0.010  C42 1.313, N64 1.340, C77 1.522
46 O 3.609 1.338 -0.238  C77 1.216
47 H 3.303 3.459 4.486  C65 1.090
48 H 2.715 1.808 4.376  C65 1.092
49 H 4.673 -1.607 9.441  C34 1.090
50 H 2.457 -0.241 -2.814  C67 1.090
51 H -1.376 3.335 -4.189  C31 1.093
52 C -5.304 -2.794 -0.875  H11 1.087, H27 1.093, H40 1.092, C72 1.550
53 C 2.379 -3.005 -1.390  C25 1.503, O85 1.200, O88 1.354
54 H -4.031 -0.983 -6.381  C78 1.089
55 C -5.969 -0.333 -5.670  H32 1.091, H38 1.090, H76 1.091, C78 1.515
56 O 2.083 2.194 -1.611  C77 1.232
57 H 0.364 0.612 -2.570  C2 1.089
58 H -4.295 -1.911 1.734  C79 1.094
59 H -2.226 4.867 -4.395  C31 1.091
60 C -0.339 -0.520 0.378  N64 1.358, N68 1.331, N86 1.338
61 H -2.698 4.315 -8.242  C23 1.092
62 H 2.478 -0.346 4.661  C35 1.093
63 H 6.173 -0.945 10.061  C34 1.091
64 N 0.478 -0.063 -0.605  C2 1.439, N45 1.340, C60 1.358
65 C 3.588 2.443 4.211  H47 1.090, H48 1.092, C74 1.517, H83 1.092
66 O 4.959 0.813 8.366  C7 1.427, P20 1.627
67 C 1.789 -1.026 -2.462  C2 1.556, H14 1.087, H50 1.090, O88 1.427
68 N 0.055 -0.040 1.555  C42 1.350, C60 1.331
69 H 3.480 -4.515 -0.399  C25 1.090
70 H 5.193 1.271 10.330  C7 1.092
71 H -0.688 5.228 -6.999  C13 1.090
72 C -4.090 -3.166 0.014  C5 1.531, H22 1.092, C52 1.550, C79 1.546
73 O 4.658 -0.568 6.280  P20 1.637, C92 1.423
74 C 4.767 1.979 5.046  O3 1.428, H16 1.091, C65 1.517, H87 1.087
75 H -4.324 3.843 -3.544  C39 1.092
76 H -6.831 0.213 -6.056  C55 1.091
77 C 2.485 1.503 -0.674  N45 1.522, O46 1.216, O56 1.232
78 C -4.840 -0.316 -6.679  H18 1.091, H54 1.089, C55 1.515, O82 1.428
79 C -3.712 -1.895 0.808  C29 1.525, H58 1.094, C72 1.546, H84 1.093
80 H 3.249 -2.102 6.307  C92 1.092
81 H -1.984 4.212 -2.777  C31 1.090
82 O -4.360 1.014 -6.883  P10 1.623, C78 1.428
83 H 3.843 2.432 3.150  C65 1.092
84 H -4.018 -0.985 0.286  C79 1.093
85 O 1.355 -3.597 -1.590  C53 1.200
86 N -1.381 -1.330 0.154  H28 1.003, C29 1.454, C60 1.338
87 H 5.204 1.064 4.654  C74 1.087
88 O 2.412 -1.652 -1.342  C53 1.354, C67 1.427
89 H 3.588 0.691 9.928  C7 1.089
90 H 3.905 -0.676 3.675  C35 1.092
91 H -2.732 -3.041 -1.725  C5 1.092
92 C 3.942 -1.608 5.623  C35 1.514, H43 1.091, O73 1.423, H80 1.092

No. 2
ORCA calculation (ωB97M-V/def2-TZVPD) on a 5-piece molecular cluster, C24H51BrF9NO19P4S overall at a distorted geometry.

E_LUMO: -2.99 eV
F_max: 10.20 eV Å⁻¹
Electronic energy: -7665.0061 a.u.
Gap between HOMO and LUMO: 6.16 eV
HOMO energy: -9.152 eV

Last columns: bonded neighbours and bond lengths (Å).
Positions of all 110 atoms, in Å:
1 C -8.444 1.992 6.829  H3 1.093, H47 1.093, O70 1.420, H84 1.093
2 H -3.405 2.193 0.415  C56 1.187
3 H -9.094 1.417 6.165  C1 1.093
4 C -0.531 -6.543 -4.814  H35 1.090, H55 1.095, H65 1.094, O103 1.423
5 F 4.538 -1.285 -1.406  S38 1.746
6 C -1.963 3.593 -0.830  C39 1.639, C56 1.672, O61 1.501, C83 1.653
7 O -3.621 3.121 -4.100  C48 1.361
8 C 0.302 3.750 0.116  C58 1.640, O61 1.471, O76 1.336
9 C 1.260 -9.211 -1.309  O13 1.417, H22 1.094, H29 1.095, H102 1.094
10 H 0.497 0.253 -1.918  C109 1.173
11 H -1.467 1.643 -3.430  C40 1.194
12 H 9.228 6.589 0.015  C71 1.095
13 O 0.272 -8.223 -1.544  C9 1.417, P45 1.730
14 H -3.647 -6.693 3.404  C82 1.095
15 H 10.416 6.613 -1.342  C71 1.094
16 H 0.388 0.243 -3.819  C109 1.183
17 H -2.057 4.866 -2.785  C83 1.194
18 H 5.712 3.977 -1.286  C78 1.095
19 H -4.099 -0.399 5.620  C59 1.095
20 F 3.117 0.823 -0.870  C52 1.511
21 F 2.426 1.943 -4.503  C85 1.512
22 H 0.817 -10.009 -0.706  C9 1.094
23 O -2.052 -6.633 1.626  C24 1.420, P79 1.730
24 C -1.072 -7.403 0.946  O23 1.420, H27 1.093, H86 1.093, H91 1.093
25 O -0.641 -5.909 3.253  P79 1.537
26 H 9.066 2.931 -3.054  C90 1.093
27 H -0.293 -7.739 1.636  C24 1.093
28 H -4.343 -5.932 1.924  C82 1.090
29 H 1.599 -9.652 -2.253  C9 1.095
30 H 1.864 -4.343 -1.719  C107 1.093
31 H -4.370 -1.423 4.203  C59 1.094
32 N -2.560 3.675 1.761  C56 1.524, C73 1.542, H98 1.064
33 O 2.050 -7.378 -2.837  P45 1.537
34 F 2.094 2.867 -2.346  C85 1.514
35 H -0.935 -5.547 -4.627  C4 1.090
36 H 9.763 8.125 -0.682  C71 1.094
37 H 7.802 2.385 -4.171  C90 1.093
38 S 3.561 -1.072 -2.837  F5 1.746, F44 1.706, C52 1.852, F72 1.711, F80 1.715, F92 1.749
39 C -1.134 2.245 -1.257  C6 1.639, C40 1.643, C58 1.639, H101 1.193
40 C -0.559 2.077 -2.788  H11 1.194, C39 1.643, H100 1.179, C109 1.656
41 H 1.057 -4.057 3.348  C99 1.094
42 H -4.804 -5.357 3.533  C82 1.094
43 O -5.417 2.588 4.664  P46 1.651, C77 1.423
44 F 2.711 -0.957 -4.312  S38 1.706
45 P 0.683 -6.800 -2.437  O13 1.730, O33 1.537, O54 1.730, O103 1.651
46 P -6.453 1.409 5.178  O43 1.651, O68 1.537, O70 1.730, O95 1.730
47 H -8.066 1.351 7.629  C1 1.093
48 C -3.870 3.482 -2.812  O7 1.361, Br57 2.032, C83 1.640
49 H 3.080 -5.138 -2.766  C107 1.093
50 H 2.243 -3.680 -3.328  C107 1.093
51 O 8.718 4.761 -1.437  P64 1.537
52 C 3.337 0.702 -2.359  F20 1.511, S38 1.852, F81 1.503, C85 1.625
53 H -6.420 4.386 4.831  C77 1.090
54 O 1.095 -5.377 -3.331  P45 1.730, C107 1.420
55 H 0.429 -6.490 -5.338  C4 1.095
56 C -3.093 3.337 0.374  H2 1.187, C6 1.672, N32 1.524, H89 1.173
57 Br -5.631 2.808 -2.056  C48 2.032
58 C -0.111 2.165 0.022  C8 1.640, C39 1.639, H66 1.174, H69 1.172
59 C -4.867 -0.793 4.947  H19 1.095, H31 1.094, H63 1.094, O95 1.417
60 O -0.897 -3.604 2.836  P79 1.730, C99 1.417
61 O -0.876 4.504 -0.339  C6 1.501, C8 1.471
62 O 8.462 7.065 -1.854  P64 1.730, C71 1.417
63 H -5.589 -1.408 5.493  C59 1.094
64 P 7.884 5.551 -2.459  O51 1.537, O62 1.730, O74 1.730, O94 1.651
65 H -1.237 -7.085 -5.449  C4 1.094
66 H -0.782 1.845 0.930  C58 1.174
67 O -2.938 -4.791 2.921  P79 1.651, C82 1.423
68 O -5.920 0.867 6.513  P46 1.537
69 H 0.763 1.384 0.008  C58 1.172
70 O -7.375 2.558 6.085  C1 1.420, P46 1.730
71 C 9.525 7.083 -0.915  H12 1.095, H15 1.094, H36 1.094, O62 1.417
72 F 2.217 -1.644 -1.944  S38 1.711
73 C -3.113 5.032 2.243  N32 1.542, H75 1.183, H96 1.176, H105 1.172
74 O 7.307 4.037 -3.064  P64 1.730, C90 1.420
75 H -2.508 5.410 3.187  C73 1.183
76 O 1.525 4.125 0.500  C8 1.336
77 C -5.498 3.914 5.172  O43 1.423, H53 1.090, H97 1.095, H106 1.094
78 C 5.379 4.909 -1.752  H18 1.095, H88 1.094, O94 1.423, H104 1.090
79 P -1.475 -5.119 2.231  O23 1.730, O25 1.537, O60 1.730, O67 1.651
80 F 3.920 -2.702 -3.236  S38 1.715
81 F 4.628 1.429 -2.613  C52 1.503
82 C -3.980 -5.760 2.938  H14 1.095, H28 1.090, H42 1.094, O67 1.423
83 C -2.815 4.422 -1.978  C6 1.653, H17 1.194, C48 1.640, H108 1.175
84 H -9.021 2.803 7.280  C1 1.093
85 C 2.141 1.540 -3.074  F21 1.512, F34 1.514, C52 1.625, C109 1.654
86 H -0.629 -6.812 0.141  C24 1.093
87 H -0.131 -4.080 4.705  C99 1.095
88 H 4.555 5.312 -1.157  C78 1.094
89 H -4.071 3.968 0.222  C56 1.173
90 C 8.287 3.267 -3.743  H26 1.093, H37 1.093, O74 1.420, H110 1.093
91 H -1.557 -8.284 0.519  C24 1.093
92 F 5.000 -0.615 -3.720  S38 1.749
93 H 0.404 -2.545 4.008  C99 1.094
94 O 6.421 5.879 -1.769  P64 1.651, C78 1.423
95 O -5.531 0.261 4.270  P46 1.730, C59 1.417
96 H -4.250 4.868 2.497  C73 1.176
97 H -5.425 3.927 6.264  C77 1.095
98 H -2.984 2.959 2.425  N32 1.064
99 C 0.166 -3.586 3.774  H41 1.094, O60 1.417, H87 1.095, H93 1.094
100 H -0.265 3.090 -3.314  C40 1.179
101 H -1.925 1.353 -1.210  C39 1.193
102 H 2.100 -8.784 -0.753  C9 1.094
103 O -0.411 -7.254 -3.587  C4 1.423, P45 1.651
104 H 5.017 4.738 -2.766  C78 1.090
105 H -3.019 5.771 1.338  C73 1.172
106 H -4.655 4.481 4.768  C77 1.094
107 C 2.129 -4.599 -2.747  H30 1.093, H49 1.093, H50 1.093, O54 1.420
108 H -3.412 5.277 -1.436  C83 1.175
109 C 0.622 0.918 -2.876  H10 1.173, H16 1.183, C40 1.656, C85 1.654
110 H 8.730 3.858 -4.549  C90 1.093